[1]
Density functional theory data (ωB97M-V/def2-TZVPD) for a structure of composition C25H26FeO3.

Computed properties:
Total charge: -2
DFT total energy (eV): -66873.2347
2S+1: 5
M (g/mol): 430.325
HOMO level (spin up / spin down) (Ha): 0.01770 / -0.00998
Expectation value of S²: 6.091
Kohn-Sham gap (spin up / spin down) (eV): 4.2892 / 4.9555
LUMO (spin up / spin down) (eV): 4.7708 / 4.6841

Cartesian coordinates (Å):
C 0.97 -0.49 3.60
C 0.06 -1.05 2.53
O -0.19 -0.13 1.50
C -0.98 -0.71 0.54
C -1.34 0.12 -0.58
C -2.17 -0.24 -1.67
O -2.73 -1.31 -1.86
C -2.31 0.93 -2.61
C -1.68 2.14 -1.90
C -0.90 1.54 -0.71
O -1.37 -1.87 0.63
H 1.16 -1.19 4.41
H 1.93 -0.20 3.17
H 0.54 0.41 4.03
H 0.49 -1.95 2.06
H -0.92 -1.34 2.94
H -1.79 0.70 -3.54
H -3.36 1.09 -2.86
H -1.04 2.73 -2.57
H -2.46 2.82 -1.54
H -1.08 2.08 0.22
H 0.18 1.58 -0.89
C -8.28 5.72 4.02
C -7.76 4.72 4.94
C -7.51 3.51 4.18
C -7.88 3.76 2.80
C -8.36 5.12 2.70
Fe -6.37 5.08 3.42
C -4.80 5.70 2.20
C -5.34 6.83 3.01
C -5.20 6.51 4.37
C -4.53 5.16 4.47
C -4.14 4.54 5.65
C -3.17 3.47 5.76
C -3.23 2.57 6.83
C -2.25 1.63 7.02
C -1.17 1.58 6.16
C -1.08 2.45 5.09
C -2.08 3.38 4.89
C -4.33 4.70 3.06
H -8.59 6.73 4.29
H -7.57 4.86 6.00
H -7.15 2.56 4.59
H -7.82 3.04 1.98
H -8.77 5.60 1.81
H -4.79 5.65 1.10
H -5.77 7.75 2.62
H -5.48 7.13 5.22
H -4.51 4.96 6.57
H -4.06 2.64 7.51
H -2.31 0.95 7.85
H -0.37 0.87 6.34
H -0.22 2.45 4.45
H -2.00 4.09 4.08
H -3.91 3.73 2.77

---

[2]
Density functional theory data (ωB97M-V/def2-TZVPD) for a cluster of 2 separate species, C4H8N2O in total.

Computed properties:
Total charge: 0
DFT total energy (eV): -9303.3099
M (g/mol): 100.121
HOMO level (Ha): -0.29761
Structure (SMILES): N=C=CN.CC=O
Kohn-Sham gap (eV): 9.0053
LUMO (eV): 0.9070

Cartesian coordinates (Å):
N -0.98 -0.62 1.66
C -1.26 -0.03 0.61
C -1.38 0.72 -0.46
N -2.00 2.00 -0.50
H -1.64 -1.37 1.89
H -0.93 0.37 -1.39
H -2.82 1.99 -1.10
H -2.30 2.28 0.43
C 2.16 -0.55 0.40
C 1.55 -1.01 -0.90
O 0.57 -1.72 -0.99
H 1.40 -0.51 1.19
H 2.65 0.42 0.28
H 2.92 -1.28 0.70
H 2.07 -0.67 -1.82